{"formula": "C62H39BF8I4N4OPSbSeTl", "method": "ωB97M-V/def2-TZVPD", "e_homo_ev": [-1.63, -2.45], "spin_multiplicity": 2, "energy_ev": -213632.600, "s2": 0.9163, "charge": -2, "gap_ev": [4.39, 5.01], "elements": ["C", "C", "C", "H", "Sb", "C", "F", "H", "C", "H", "F", "H", "C", "C", "H", "N", "C", "I", "C", "C", "B", "H", "C", "H", "C", "C", "H", "F", "I", "C", "C", "H", "C", "I", "H", "C", "C", "C", "H", "C", "C", "C", "H", "H", "P", "H", "C", "H", "C", "H", "C", "C", "Se", "F", "H", "H", "C", "H", "F", "F", "H", "H", "C", "C", "H", "F", "C", "H", "I", "F", "C", "C", "H", "C", "H", "C", "C", "C", "C", "C", "C", "H", "C", "C", "Tl", "H", "H", "C", "H", "H", "C", "H", "C", "H", "C", "N", "H", "C", "C", "H", "C", "C", "N", "H", "H", "C", "C", "C", "C", "H", "C", "C", "N", "C", "H", "O", "C", "C", "C", "C", "H", "C", "C"], "xyz": [[-0.3003, -4.6229, 0.9552], [0.5031, 3.2527, 2.9851], [5.2716, 3.9073, 4.1875], [1.3903, -2.5727, -1.1481], [-4.9611, -0.8933, 0.1764], [0.3720, -3.4912, 0.5029], [-3.6406, -1.3053, -2.3144], [5.8316, -3.1531, 3.5194], [-0.2080, -2.0109, 4.2913], [-0.9890, -6.5921, 0.4724], [-6.2165, 0.2566, 1.1244], [4.0197, -4.8182, 3.7460], [-2.6502, -2.1138, 4.7587], [2.8573, 1.6451, 0.3749], [-3.0833, 1.6353, 3.6599], [-1.9651, 1.8238, -1.1644], [4.6879, 2.6826, 4.4619], [-7.3616, 4.2437, 4.9513], [-2.0106, 1.2780, -3.6101], [0.1016, -5.7057, -1.1528], [-2.5677, -2.0281, -1.7385], [1.7649, -4.3209, 2.8526], [-3.7478, 2.7909, -7.2456], [4.9621, 2.1189, 5.3447], [-1.9613, 1.6810, -6.1015], [3.9757, 4.1185, 2.1939], [-1.0675, -0.7816, -5.4953], [-4.0475, -1.5303, 2.9303], [6.9911, -3.7137, -5.6367], [4.9321, -1.5100, -5.3008], [-0.8502, 3.2705, 2.9151], [-4.2495, 2.8596, -3.9318], [4.1854, -2.1553, -2.7065], [6.7158, 4.6904, 5.5134], [-0.7425, -4.6267, 1.9437], [3.7332, 2.1788, 3.5845], [0.9928, 2.5867, 1.8015], [-5.6112, 4.3024, 2.4774], [3.6922, 4.6755, 1.3078], [5.5209, -2.5764, -4.6414], [-3.6423, 2.9495, 2.0600], [3.9567, -0.7695, -4.6464], [-1.5346, 3.6951, 3.6321], [1.1662, -4.5512, -2.6171], [0.6541, -2.0129, 1.5176], [3.4898, 0.0675, -5.1526], [1.2575, -0.2287, -3.2180], [5.2312, -1.2519, -6.3082], [-4.0252, 1.6317, -2.0483], [5.3890, 5.5967, 2.8609], [-3.7837, 2.5784, -4.8605], [0.8292, -0.8890, -4.4123], [0.6839, -0.2390, 4.5139], [-6.3187, -0.9708, -1.1856], [3.2589, 1.2241, 3.7973], [-4.4340, 4.4041, 0.6955], [3.3659, 2.8901, 2.4443], [-4.8138, 1.3534, -2.7285], [-1.7555, -1.0811, -1.0040], [-3.1106, -2.9500, -0.8004], [-5.1212, 2.1037, -0.2000], [-4.9584, 2.2761, 5.1215], [2.3456, 2.3596, 1.4877], [-4.5572, 3.9244, 1.6587], [-3.4922, -2.0307, 5.4392], [-5.7999, -2.4344, 1.0209], [-1.8331, -2.1919, 2.4127], [-2.0479, -2.1497, 1.3473], [-4.6302, 3.4666, -9.0364], [-1.8074, -2.6649, -2.7136], [0.7739, -4.5799, -1.6075], [-4.8451, 2.7444, 4.1529], [1.3923, -1.6285, -4.9625], [-2.5307, 2.5218, 1.1650], [-3.3975, -3.3915, 3.2139], [-2.5226, 2.1467, -7.2771], [-1.2358, 2.6281, 1.6821], [0.9078, -3.4748, -0.7833], [3.8253, -3.8669, 3.2636], [2.9557, 0.4141, -1.4727], [4.8436, -2.9332, 3.1306], [0.5300, -2.7490, 4.6053], [-2.6366, 1.5700, -2.3210], [-1.3952, -2.0041, 5.1834], [-0.0237, 0.9891, -0.6922], [1.1242, 3.6390, 3.7788], [-6.3117, 5.0580, 2.1479], [5.1580, -2.9113, -3.3483], [5.1519, -0.0001, -1.3569], [3.1122, -0.4791, 1.5577], [-4.1834, 1.9547, -0.7159], [-1.9930, 2.0263, -8.2134], [4.9282, 4.6382, 3.0624], [5.6200, -3.7487, -2.8418], [-0.5741, -2.1249, 2.8428], [0.2058, 0.5537, -2.7712], [5.3894, -0.9856, 2.3995], [-0.8048, 0.5053, -3.6806], [3.5705, -1.0771, -3.3424], [3.8881, -2.4154, -1.6953], [3.3294, -1.4311, 2.0217], [4.5956, -1.7179, 2.5013], [-0.0807, 2.2397, 1.0384], [5.0381, 1.4901, 0.8635], [-5.2811, 3.6100, -5.9856], [-2.8798, 2.0960, -0.1580], [2.5583, -3.5870, 2.7669], [-2.6046, 1.7934, -4.8433], [-3.7905, 2.3847, 3.3261], [-0.0252, -6.5589, -1.8088], [-4.3604, 3.0422, -6.0299], [4.2797, 0.4782, -0.9369], [2.1347, 1.1680, -0.6725], [-2.9865, -2.3854, 3.3348], [-0.9758, 1.2507, -6.1623], [0.6183, -0.7994, 0.6338], [-5.7492, 3.6941, 3.7135], [2.5356, -0.2712, -2.6381], [2.3076, -2.3592, 2.1615], [-0.4240, -0.4329, -4.7030], [-1.1829, -1.8281, 6.2321], [4.2250, 1.2495, 0.1938], [-0.4368, -5.7263, 0.1256]]}

---

{"formula": "H24O12", "method": "ωB97M-V/def2-TZVPD", "e_homo_ev": -10.53, "smiles": "O.O.O.O.O.O.O.O.O.O.O.O", "energy_ev": -24960.044, "gap_ev": 10.20, "elements": ["H", "O", "H", "H", "H", "H", "O", "O", "H", "H", "H", "O", "H", "O", "H", "H", "H", "O", "O", "H", "H", "H", "H", "H", "O", "O", "O", "H", "H", "O", "H", "O", "H", "H", "H", "H"], "xyz": [[1.3403, -1.2532, 2.8906], [0.5389, -1.7341, -3.7851], [-2.9250, -2.3110, 1.1866], [-1.8194, 2.1202, -2.7876], [-2.2226, -1.6356, -2.0043], [2.4225, 0.4404, -0.2886], [-1.5120, -1.7725, -1.3778], [-2.5315, 1.5251, -2.5532], [3.0269, 1.9427, 3.4025], [0.8270, 3.7755, 0.7538], [1.0095, -2.5603, -2.2379], [3.3645, 0.5574, -0.4116], [0.0872, 2.6271, 1.4063], [-2.3202, -1.5703, 1.2301], [-0.8353, 1.0842, 3.2645], [-2.4302, 1.3889, -1.6112], [0.6356, -3.0078, -0.8408], [0.6011, 0.5099, -0.6997], [-0.4572, 1.0933, 2.3852], [1.8926, 1.3432, 2.5987], [-2.1740, -1.3259, 0.3162], [3.5443, 0.1723, -1.2692], [-0.0549, -0.0461, -1.1200], [0.0695, 0.2952, 2.3422], [-2.2592, 1.3886, 0.1421], [2.2049, 2.1694, 2.9676], [1.2367, -3.1979, -1.5611], [-3.0337, 1.3375, 0.7023], [0.5009, -2.6143, -4.1592], [-0.0122, 3.3150, 0.7482], [-1.4438, -2.7238, -1.2964], [1.7527, -0.6168, 2.3065], [0.4048, 0.4481, 0.2351], [-0.3590, -1.5523, -3.5078], [2.4588, -1.1035, 1.8814], [-1.5285, 1.4913, 0.7518]]}